(A)
Below is a 2-piece molecular cluster, C2H10N2O overall, with properties calculated with ωB97M-V with the def2-TZVPD basis set.

Frontier orbital gap: 9.7 eV
HOMO: -8.8989 eV

Positions of all 15 atoms, in Å:
O: 3.16 0.52 0.35
N: -0.21 1.67 -0.08
N: -1.71 -1.68 0.25
C: -0.60 -0.74 0.11
C: -1.10 0.57 -0.48
H: -0.20 -0.52 1.09
H: 0.20 -1.09 -0.56
H: 2.82 0.21 1.20
H: -1.95 -2.09 -0.64
H: -0.52 2.53 -0.50
H: -2.08 0.78 -0.06
H: -1.46 -2.46 0.85
H: 4.10 0.35 0.37
H: -1.20 0.45 -1.57
H: 0.75 1.50 -0.32

Mulliken population analysis, charges in e, atoms 1 to 8: number 1, O, carries -0.618; number 2, N, carries -0.568; number 3, N, carries -0.629; number 4, C, carries -0.381; number 5, C, carries -0.435; number 6, H, carries 0.350; number 7, H, carries 0.226; number 8, H, carries 0.318

(B)
Below is a 2-piece molecular cluster, C2H10N2O overall, with properties calculated with ωB97M-V with the def2-TZVPD basis set.

Frontier orbital gap: 9.9 eV
HOMO: -9.3231 eV

Positions of all 15 atoms, in Å:
O: 3.92 -0.67 -0.33
N: -2.47 -0.73 -0.25
N: -0.36 0.52 -0.30
C: -0.28 1.07 1.05
C: -1.00 -0.78 -0.33
H: 4.13 -0.29 -1.17
H: -1.28 1.29 1.42
H: -0.66 -1.45 0.47
H: 0.11 2.10 0.94
H: 0.29 0.50 1.78
H: -2.87 -0.99 -1.15
H: 3.36 0.04 -0.01
H: -0.71 -1.28 -1.26
H: -2.74 0.24 -0.15
H: 0.56 0.43 -0.71

Mulliken population analysis, charges in e, atoms 1 to 8: number 1, O, carries -0.624; number 2, N, carries -0.597; number 3, N, carries -0.444; number 4, C, carries -0.894; number 5, C, carries -0.358; number 6, H, carries 0.318; number 7, H, carries 0.326; number 8, H, carries 0.249

Most stable structure - (A); separation to the second - 40.8 kJ/mol.

(A)
Below is an isolated ion of composition C3H4NS and charge +1, with properties calculated with ωB97M-V with the def2-TZVPD basis set.

Total charge: +1
Frontier orbital gap (alpha / beta): 7.6 / 7.7 eV
HOMO (alpha / beta): -13.9076 / -14.9398 eV

Positions of all 9 atoms, in Å:
S: -1.79 -0.81 -0.12
N: 0.72 0.49 -0.28
C: 0.39 1.81 0.26
C: -2.36 0.65 -0.03
C: 0.12 -0.73 0.41
H: 0.53 -1.56 -0.06
H: 0.41 0.29 -1.35
H: 0.19 -0.67 1.47
H: 1.79 0.54 -0.29

Mulliken population analysis, charges in e, atoms 1 to 8: number 1, S, carries 0.130; number 2, N, carries -0.249; number 3, C, carries -0.005; number 4, C, carries 0.004; number 5, C, carries -0.581; number 6, H, carries 0.427; number 7, H, carries 0.458; number 8, H, carries 0.382

(B)
Below is an isolated ion of composition C3H4NS and charge +1, with properties calculated with ωB97M-V with the def2-TZVPD basis set.

Total charge: +1
Frontier orbital gap (alpha / beta): 7.7 / 7.6 eV
HOMO (alpha / beta): -14.8992 / -14.9310 eV

Positions of all 9 atoms, in Å:
S: -2.36 -0.60 -0.16
N: -0.12 0.80 -0.08
C: -2.66 0.99 -0.10
C: -0.53 -0.68 0.11
C: -1.31 1.65 0.42
H: 0.74 1.05 0.48
H: -0.09 -1.17 -0.71
H: 0.24 0.89 -1.02
H: -0.38 -1.15 1.16

Mulliken population analysis, charges in e, atoms 1 to 8: number 1, S, carries 0.159; number 2, N, carries -0.204; number 3, C, carries 0.035; number 4, C, carries -0.471; number 5, C, carries -0.025; number 6, H, carries 0.400; number 7, H, carries 0.387; number 8, H, carries 0.370

(C)
Below is C3H4NS as an isolated structure, with properties calculated with ωB97M-V with the def2-TZVPD basis set.

Total charge: +1
Frontier orbital gap: 8.2 eV
HOMO: -14.1535 eV

Positions of all 9 atoms, in Å:
S: 1.96 -0.84 0.06
N: -0.63 0.66 0.14
C: 1.89 0.87 0.02
C: 0.66 1.03 -0.14
C: -0.38 -0.79 -0.15
H: -0.56 -1.23 -1.11
H: -1.44 1.04 -0.55
H: -0.46 -1.43 0.70
H: -1.04 0.69 1.03

Mulliken population analysis, charges in e, atoms 1 to 8: number 1, S, carries 0.169; number 2, N, carries -0.102; number 3, C, carries -0.024; number 4, C, carries 0.162; number 5, C, carries -0.798; number 6, H, carries 0.385; number 7, H, carries 0.439; number 8, H, carries 0.417

(D)
Below is an isolated ion of composition C3H4NS and charge +1, with properties calculated with ωB97M-V with the def2-TZVPD basis set.

Total charge: +1
Frontier orbital gap (alpha / beta): 7.5 / 7.3 eV
HOMO (alpha / beta): -14.4457 / -14.1600 eV

Positions of all 9 atoms, in Å:
S: -0.48 -0.76 1.70
N: 0.16 0.26 -0.56
C: 1.13 0.59 0.19
C: -1.00 -0.43 -0.07
C: 1.05 -0.21 1.27
H: -0.02 0.49 -1.52
H: -1.72 0.22 -0.47
H: -1.12 -1.41 -0.38
H: 2.02 1.25 -0.17

Mulliken population analysis, charges in e, atoms 1 to 8: number 1, S, carries 0.165; number 2, N, carries -0.063; number 3, C, carries 0.096; number 4, C, carries -0.451; number 5, C, carries -0.133; number 6, H, carries 0.291; number 7, H, carries 0.392; number 8, H, carries 0.359

Most stable structure - (D); separation to the second - 280.0 kJ/mol.

(A)
Below is C26H20Cl2IN2O4PPd as an isolated structure, with properties calculated with ωB97M-V with the def2-TZVPD basis set.

Multiplicity: 3
Frontier orbital gap (alpha / beta): 8.2 / 8.2 eV
HOMO (alpha / beta): -7.8773 / -8.7627 eV

Positions of all 57 atoms, in Å:
I: 7.61 2.48 1.23
Pd: -0.12 -1.71 0.05
Cl: -1.74 -6.52 -1.05
Cl: -0.50 -5.30 -3.39
P: -0.98 0.43 -0.25
O: 1.46 -0.94 1.43
O: 1.94 -1.24 -0.69
O: -1.24 -2.74 -1.60
O: -0.30 -4.10 -0.13
N: -2.44 0.28 0.62
N: -1.96 -1.89 1.29
C: 0.57 3.02 2.50
C: -2.29 2.09 -4.30
C: 3.55 -0.10 0.64
C: 3.86 0.42 1.89
C: -1.70 2.49 -2.01
C: -4.37 -2.11 2.60
C: 1.11 2.20 -0.09
C: -2.81 -0.87 1.29
C: 5.87 1.36 0.98
C: 5.57 0.83 -0.27
C: 1.96 3.08 0.54
C: -0.03 1.72 0.57
C: -1.55 -5.04 -1.98
C: -1.47 1.13 -1.84
C: -2.06 0.73 -4.13
C: -2.11 2.97 -3.24
C: 4.40 0.10 -0.43
C: 2.25 -0.82 0.45
C: 5.03 1.15 2.06
C: -3.47 -3.17 2.61
C: -0.29 2.13 1.87
C: -1.65 0.25 -2.90
C: -2.28 -3.02 1.94
C: 1.69 3.50 1.84
C: -0.97 -3.89 -1.15
C: -4.05 -0.95 1.94
H: -5.32 -2.19 3.11
H: -3.69 -4.10 3.12
H: 5.28 1.57 3.03
H: -3.13 1.02 0.58
H: 1.33 1.86 -1.10
H: 2.36 4.18 2.34
H: -4.73 -0.11 1.91
H: -2.19 0.05 -4.96
H: 2.85 3.44 0.03
H: -1.54 3.18 -1.19
H: 0.36 3.34 3.52
H: -2.61 2.47 -5.27
H: -2.53 -4.76 -2.36
H: -1.46 -0.81 -2.76
H: -1.15 1.74 2.40
H: 6.23 0.99 -1.11
H: 4.14 -0.31 -1.40
H: -2.29 4.03 -3.38
H: -1.55 -3.81 1.88
H: 3.18 0.26 2.71

Mulliken population analysis, charges in e, atoms 1 to 8: number 1, I, carries 0.094; number 2, Pd, carries -0.381; number 3, Cl, carries -0.180; number 4, Cl, carries -0.174; number 5, P, carries 1.624; number 6, O, carries -0.907; number 7, O, carries -0.887; number 8, O, carries -0.598

(B)
Below is C26H20Cl2IN2O4PPd as an isolated structure, with properties calculated with ωB97M-V with the def2-TZVPD basis set.

Multiplicity: 3
Frontier orbital gap (alpha / beta): 8.6 / 7.2 eV
HOMO (alpha / beta): -8.2754 / -8.8678 eV

Positions of all 57 atoms, in Å:
I: 6.38 4.63 2.92
Pd: 0.65 -1.25 -1.49
Cl: -1.84 -2.93 -5.23
Cl: -1.13 -5.24 -3.61
P: -0.85 0.14 -0.31
O: 1.08 1.11 0.23
O: 2.57 -0.01 -0.99
O: 0.65 -3.39 -2.40
O: 0.27 -1.66 -3.72
N: -0.67 -0.47 1.30
N: 0.82 -2.07 0.57
C: -1.16 2.65 0.98
C: -3.60 -0.38 0.20
C: 1.76 -2.99 0.76
C: -0.52 -3.80 -4.44
C: -4.77 -1.11 0.06
C: -2.21 2.36 -1.16
C: 2.17 -3.36 2.02
C: 4.54 1.96 0.00
C: 0.19 -2.87 -3.43
C: 2.25 0.85 -0.15
C: -2.56 -1.77 -1.46
C: 3.81 3.08 2.45
C: 5.04 3.36 1.88
C: -2.38 4.46 -0.03
C: 0.61 -1.78 2.92
C: -2.48 -0.71 -0.56
C: -3.72 -2.51 -1.58
C: 5.41 2.81 0.67
C: -1.46 1.84 -0.11
C: 0.26 -1.43 1.60
C: -4.83 -2.19 -0.82
C: 3.29 1.69 0.55
C: 2.94 2.24 1.78
C: -1.62 3.95 1.02
C: 1.56 -2.75 3.12
C: -2.68 3.66 -1.12
H: -1.70 -1.98 -2.08
H: -0.54 2.27 1.77
H: 0.18 -4.12 -5.22
H: -5.64 -0.83 0.63
H: 0.11 -1.30 3.75
H: -0.96 0.13 2.06
H: 6.38 3.04 0.25
H: -5.74 -2.76 -0.91
H: -1.38 4.58 1.86
H: -2.74 5.48 0.01
H: 1.83 -3.04 4.12
H: 1.98 2.01 2.20
H: -3.76 -3.34 -2.27
H: 2.94 -4.10 2.15
H: 2.17 -3.43 -0.14
H: -2.43 1.73 -2.02
H: -3.26 4.06 -1.94
H: 4.82 1.53 -0.95
H: 3.53 3.51 3.40
H: -3.55 0.46 0.88

Mulliken population analysis, charges in e, atoms 1 to 8: number 1, I, carries 0.066; number 2, Pd, carries -0.805; number 3, Cl, carries -0.148; number 4, Cl, carries -0.152; number 5, P, carries 2.316; number 6, O, carries -0.228; number 7, O, carries -0.686; number 8, O, carries -0.602

Most stable structure - (A); separation to the second - 131.8 kJ/mol.